Formula: H4NOP2
Source: the Open Molecules 2025 dataset
Level of theory: ωB97M-V/def2-TZVPD

Last column: Löwdin charge in e.
CARTESIAN COORDINATES (ANGSTROEM)
N 0.948 1.182 -1.175  -0.67
O 1.524 0.138 -0.750  -0.43
P -0.479 1.573 -0.618  0.47
P -0.677 -1.872 0.987  0.60
H -0.501 2.726 -1.405  -0.25
H -0.432 -0.985 -0.034  -0.27
H -0.989 -0.765 1.653  -0.24
H 0.606 -1.996 1.343  -0.22

Forces on the atoms, in the same order (eV/Å):
2.83 -0.54 -1.27
0.37 -0.55 0.20
-2.76 0.74 1.27
-1.89 -1.90 -1.34
-0.38 0.61 -0.28
0.37 -0.03 -1.06
-0.36 1.55 1.81
1.82 0.12 0.68

Summary:
charge = -1
energy relative to the best compared isomer or geometry (same formula, charge and spin) = 92.9 kcal/mol